ORCA calculation (ωB97M-V with the def2-TZVPD basis set) on 3 unconnected molecules or ions with the total composition C4H11NO2 at a distorted geometry.

The value obtained for the HOMO-LUMO gap is 8.5 eV. As for the SMILES: C=CC(=C)N.O.O. The maximum force comes out at 1.6 eV Å⁻¹. The calculation puts the HOMO energy at -8.07 eV. As for the LUMO energy: 0.423 eV. Its energy relative to the best compared isomer or geometry (same formula, charge and spin) is 2.918 eV.

Atoms and positions in Å:
1 C 1.722 0.425 -1.787
2 C 1.344 0.811 -0.565
3 C 1.042 -0.164 0.483
4 C 0.718 -1.441 0.219
5 N 0.747 0.395 1.711
6 H 2.310 0.951 -2.509
7 H 1.394 -0.560 -2.096
8 H 1.209 1.865 -0.341
9 H 1.190 -2.126 -0.453
10 H 0.033 -1.979 0.881
11 H 0.328 -0.227 2.379
12 H 1.244 1.209 2.027
13 O -3.034 -1.870 -0.626
14 H -3.275 -0.949 -0.466
15 H -2.416 -2.080 0.091
16 O -1.849 1.848 0.516
17 H -0.984 1.620 0.877
18 H -1.723 2.271 -0.341

Force components x, y, z for each atom (eV/Å):
C -0.557 -0.755 0.138
C 1.267 0.132 -0.589
C -1.544 -0.029 -0.529
C -0.160 -0.959 0.931
N -0.922 0.431 -0.037
H -0.433 0.904 -0.286
H 0.732 -0.375 0.141
H 0.857 0.085 0.418
H -0.125 0.458 -1.073
H 0.595 0.183 0.451
H 0.367 0.149 0.370
H -0.072 -0.140 0.046
O 0.161 0.011 0.350
H 0.092 -0.069 -0.017
H -0.219 0.122 -0.347
O -0.370 0.063 -0.009
H 0.117 -0.074 -0.143
H 0.214 -0.136 0.184